No. 1
Computed, not measured: an isolated molecule of C4H6O2 at a distorted geometry, with wB97M-V/def2-TZVPD.

As for the net charge: 0. The energy relative to the best compared isomer or geometry (same formula, charge and spin) comes out at 388.6 kJ/mol. The value obtained for the LUMO energy (alpha / beta) is 0.5 / -0.1 eV. The HOMO energy (alpha / beta) is -0.299 / -0.291 Eh. The frontier orbital gap (alpha / beta) comes out at 8.6049 / 7.8434 eV. As for the spin multiplicity: 1.

Atoms and positions in Å:
O 0.52 1.98 0.29
C 0.47 0.79 0.94
C 0.71 -0.59 0.34
C -0.28 -0.84 -0.76
C -1.44 0.08 -0.29
O -2.54 0.09 -0.72
H 1.09 0.89 1.86
H 0.51 -1.25 1.19
H 1.75 -0.74 0.03
H 0.09 -0.52 -1.75
H -0.65 -1.86 -0.83
H -0.24 1.97 -0.29

No. 2
Computed, not measured: a 2-piece molecular cluster, C4H6O2 overall, with wB97M-V/def2-TZVPD.

As for the net charge: 0. The energy relative to the best compared isomer or geometry (same formula, charge and spin) comes out at 396.6 kJ/mol. The value obtained for the LUMO energy is 0.7 eV. The HOMO energy is -0.324 Eh. The frontier orbital gap comes out at 9.4899 eV. As for the spin multiplicity: 1.

Atoms and positions in Å:
O 0.68 2.03 0.94
C 0.45 1.05 0.26
C -0.83 0.66 -0.45
C -0.60 -0.71 -1.06
O 0.66 -1.01 -0.82
C 1.43 -0.06 -0.05
H -1.08 1.37 -1.25
H -1.70 0.65 0.22
H -1.59 -1.87 1.46
H -1.62 -1.97 0.72
H 2.27 0.28 -0.66
H 1.80 -0.56 0.85

No. 3
Computed, not measured: C4H6O2 as an isolated structure, with wB97M-V/def2-TZVPD.

As for the net charge: 0. The energy relative to the best compared isomer or geometry (same formula, charge and spin) comes out at 637.5 kJ/mol. The value obtained for the LUMO energy is 0.8 eV. The HOMO energy is -0.327 Eh. The frontier orbital gap comes out at 9.6696 eV. As for the spin multiplicity: 1.

Atoms and positions in Å:
C -1.29 0.72 0.22
C -0.40 -0.44 -0.16
O -0.26 -0.59 -1.60
C 0.90 -0.83 -0.89
C 1.30 0.17 0.06
O 1.40 -0.36 1.25
H -1.06 1.01 1.24
H -1.20 1.57 -0.47
H -2.32 0.35 0.19
H 0.28 -0.97 1.05
H 1.19 -1.87 -0.75
H 1.47 1.23 -0.14

No. 4
Computed, not measured: C4H6O2 as an isolated structure at a distorted geometry, with wB97M-V/def2-TZVPD.

As for the net charge: 0. The energy relative to the best compared isomer or geometry (same formula, charge and spin) comes out at 286.1 kJ/mol. The value obtained for the LUMO energy is 0.1 eV. The HOMO energy is -0.369 Eh. The frontier orbital gap comes out at 10.1184 eV. As for the spin multiplicity: 1.

Atoms and positions in Å:
C 1.56 0.30 -0.73
C 0.41 0.66 0.12
O 0.25 1.77 0.59
C -0.47 -0.42 0.53
C -1.79 -0.57 -0.06
O -2.06 -1.50 -0.76
H 1.30 -0.52 -1.40
H 2.34 -0.05 -0.05
H 1.90 1.15 -1.29
H 0.00 -1.43 0.35
H -0.86 0.49 1.53
H -2.50 0.19 0.28

Which formula does entry 1 have?
C4H6O2

Number 2 is which compound?
C4H6O2

What did the fourth record say?
Computed, not measured: C4H6O2 as an isolated structure at a distorted geometry, with wB97M-V/def2-TZVPD.

As for the net charge: 0. The energy relative to the best compared isomer or geometry (same formula, charge and spin) comes out at 286.1 kJ/mol. The value obtained for the LUMO energy is 0.1 eV. The HOMO energy is -0.369 Eh. The frontier orbital gap comes out at 10.1184 eV. As for the spin multiplicity: 1.

Atoms and positions in Å:
C 1.56 0.30 -0.73
C 0.41 0.66 0.12
O 0.25 1.77 0.59
C -0.47 -0.42 0.53
C -1.79 -0.57 -0.06
O -2.06 -1.50 -0.76
H 1.30 -0.52 -1.40
H 2.34 -0.05 -0.05
H 1.90 1.15 -1.29
H 0.00 -1.43 0.35
H -0.86 0.49 1.53
H -2.50 0.19 0.28